ORCA calculation (ωB97M-V/def2-TZVPD) on the ion C16H18NOS2 with charge +1 in a non-equilibrium geometry.

Properties
Charge   +1
SMILES string   COc1ccc([NH2+]C2(c3ccccc3)SCCS2)cc1
HOMO-LUMO gap   7.6 eV
Energy above the lowest of the compared OMol25 structures with the same formula, charge and spin   157.9 kJ/mol
DFT total energy   -1546.5203 Ha
Lowest unoccupied orbital energy   -0.1398 Eh
Highest occupied orbital energy   -11.444 eV

Last column: Löwdin charge in e.
CARTESIAN COORDINATES (ANGSTROEM)
C  3.151  0.006  2.483  -0.03
O  2.058  0.989  2.506  -0.09
C  0.760  0.529  2.485  -0.24
C  -0.289  1.473  2.544  0.02
C  -1.620  1.053  2.615  0.01
C  -1.882  -0.339  2.626  -0.28
N  -3.220  -0.788  2.591  0.02
C  -3.954  -2.471  2.569  -0.78
C  -5.482  -2.446  2.318  -0.29
C  -6.356  -2.348  3.400  -0.05
C  -7.737  -2.164  3.157  -0.04
C  -8.205  -2.083  1.839  -0.05
C  -7.324  -2.210  0.757  -0.04
C  -5.953  -2.414  1.006  -0.07
S  -3.194  -3.503  1.308  0.99
C  -2.376  -4.686  2.485  -0.43
C  -2.345  -4.153  3.920  -0.45
S  -3.420  -2.687  4.186  0.99
C  -0.857  -1.248  2.452  -0.05
C  0.456  -0.855  2.424  0.01
H  4.035  0.642  2.487  0.10
H  3.115  -0.625  3.375  0.10
H  3.105  -0.597  1.571  0.09
H  0.012  2.519  2.565  0.13
H  -2.398  1.814  2.633  0.12
H  -3.360  -1.084  1.635  0.09
H  -3.863  -0.007  2.861  0.18
H  -5.971  -2.438  4.418  0.08
H  -8.431  -2.123  4.001  0.12
H  -9.273  -1.963  1.644  0.12
H  -7.677  -2.199  -0.275  0.12
H  -5.256  -2.536  0.177  0.09
H  -2.957  -5.628  2.436  0.09
H  -1.349  -4.853  2.119  0.09
H  -2.721  -4.928  4.624  0.09
H  -1.314  -3.853  4.193  0.08
H  -1.156  -2.287  2.342  0.07
H  1.225  -1.619  2.376  0.11